# C22H32N4O5SYb

A structure of composition C22H32N4O5SYb at a distorted geometry (the ωB97M-V functional and the def2-TZVPD basis, the OMol25 dataset).

XYZ file:
```
65
Properties=species:S:1:pos:R:3
Yb 0.05 -1.03 -0.04
N -1.26 -3.14 -0.71
C -2.71 -2.98 -0.91
C -3.33 -2.16 0.21
N -2.54 -0.96 0.57
C -3.09 0.24 -0.10
C -2.89 0.22 -1.61
N -1.47 -0.04 -1.95
C -2.56 -0.73 2.03
C -1.84 -1.82 2.82
N -0.47 -2.01 2.31
H -0.86 -3.56 -1.54
H -1.08 -3.79 0.04
H -3.23 -3.95 -0.95
H -2.87 -2.50 -1.88
H -3.41 -2.80 1.09
H -4.35 -1.88 -0.06
H -2.60 1.12 0.31
H -4.17 0.34 0.11
H -3.24 1.18 -2.00
H -3.51 -0.55 -2.06
H -1.01 0.85 -2.14
H -1.41 -0.54 -2.82
H -3.59 -0.64 2.40
H -2.05 0.22 2.22
H -2.38 -2.77 2.74
H -1.86 -1.53 3.87
H -0.13 -2.93 2.57
H 0.14 -1.35 2.78
C 4.86 3.15 -1.75
O 5.51 1.89 -1.61
C 4.75 0.81 -1.44
C 5.46 -0.39 -1.19
C 4.77 -1.53 -0.92
C 3.35 -1.56 -0.88
C 2.66 -2.70 -0.40
C 3.40 -4.00 -0.20
O 1.44 -2.69 -0.08
C 2.64 -0.37 -1.27
O 1.34 -0.36 -1.43
C 3.37 0.80 -1.52
H 5.65 3.90 -1.70
H 4.15 3.32 -0.94
H 4.35 3.23 -2.71
H 6.54 -0.36 -1.19
H 5.33 -2.43 -0.70
H 3.91 -4.30 -1.12
H 2.70 -4.77 0.09
H 4.15 -3.88 0.59
H 2.82 1.69 -1.78
O -3.19 5.78 1.03
C -2.97 4.67 0.32
O -3.65 4.39 -0.63
C -1.82 3.80 0.73
C -1.48 3.57 2.07
C -0.53 2.62 2.40
C 0.10 1.87 1.40
S 1.21 0.56 1.76
C -0.18 2.18 0.06
C -1.14 3.12 -0.27
H -2.50 5.93 1.69
H -2.00 4.10 2.86
H -0.29 2.42 3.43
H 0.41 1.70 -0.71
H -1.39 3.34 -1.30
```

Calculated values
E_HOMO (alpha / beta) in eV: -10.5 / -10.5
HOMO-LUMO gap (alpha / beta) in eV: 7.9 / 7.9
Multiplicity: 2
Net charge: +1
<S²>: 0.75


# C22H32O2

An isolated molecule of C22H32O2 (the ωB97M-V functional and the def2-TZVPD basis, the OMol25 dataset).

XYZ file:
```
56
Properties=species:S:1:pos:R:3
C 4.40 0.10 -1.64
H 5.20 0.09 -2.38
H 4.43 -0.84 -1.10
H 3.45 0.16 -2.16
C 4.57 1.27 -0.68
C 3.47 1.30 0.33
C 3.63 1.09 1.62
C 2.54 1.05 2.66
C 1.19 1.41 2.13
C 0.19 0.55 2.01
C -1.17 0.89 1.48
C -2.26 0.35 2.36
C -3.50 0.08 1.96
C -3.99 0.31 0.56
C -3.94 1.77 0.21
C -3.61 2.29 -0.96
C -3.21 1.53 -2.19
C -1.71 1.39 -2.25
C -1.08 0.24 -2.36
C 0.41 0.06 -2.41
C 0.80 -0.84 -1.28
C 0.88 -2.16 -1.37
C 1.10 -3.07 -0.21
H 1.42 -2.50 0.66
C -0.21 -3.82 0.13
C -1.27 -2.80 0.46
O -2.04 -2.31 -0.32
O -1.24 -2.45 1.75
H -1.87 -1.72 1.93
H -0.06 -4.47 0.99
H -0.54 -4.40 -0.73
H 1.87 -3.82 -0.44
H 0.72 -2.65 -2.33
H 0.95 -0.36 -0.32
H 0.68 -0.40 -3.36
H 0.90 1.03 -2.33
H -1.65 -0.69 -2.38
H -1.16 2.32 -2.21
H -3.66 0.54 -2.20
H -3.55 2.08 -3.07
H -3.60 3.37 -1.06
H -4.22 2.43 1.02
H -3.39 -0.27 -0.14
H -5.03 -0.04 0.48
H -4.21 -0.29 2.68
H -1.98 0.20 3.40
H -1.29 0.48 0.47
H -1.27 1.97 1.38
H 0.33 -0.48 2.30
H 1.06 2.45 1.84
H 2.81 1.75 3.46
H 2.52 0.05 3.09
H 4.63 0.91 2.01
H 2.48 1.47 -0.07
H 5.54 1.20 -0.17
H 4.56 2.21 -1.25
```

Calculated values
E_HOMO in eV: -8.9
HOMO-LUMO gap in eV: 9.8
SMILES: CC/C=C/C/C=C/C/C=C\C/C=C\C/C=C/C/C=C/CCC(=O)O


What is the formula in the first record?
C22H32N4O5SYb